# 1
The following is a quantum chemistry calculation of C20H16CoN4O4S3Se as an isolated structure at a distorted geometry, from the OMol25 dataset.

The HOMO energy is -11.9 eV. Its net charge is +1. The value obtained for the gap between HOMO and LUMO is 8.09 eV. For the lowest unoccupied orbital energy, the calculation gives -3.8 eV. The relative energy (zero: lowest compared OMol25 entry of this formula, charge and spin) comes out at 0.0397 eV.

```
49
Properties=species:S:1:pos:R:3:nbo_charge:R:1
Co 0.25514 -0.21270 -0.80634 1.060
Se -6.84849 -1.90967 0.70588 1.004
N -6.08768 -0.73710 -0.39063 -0.602
C -4.79621 -0.84829 -0.23661 0.173
C -3.82550 -0.03623 -0.96830 -0.086
C -4.14159 0.95759 -1.89672 -0.091
C -3.11851 1.65489 -2.50621 -0.225
C -1.79402 1.35188 -2.19674 0.094
N -1.49935 0.39977 -1.32537 -0.390
C -2.48483 -0.27348 -0.71225 0.160
C -2.04203 -1.26458 0.24808 0.251
N -0.70996 -1.35803 0.39006 -0.418
C -0.19956 -2.22873 1.24855 0.090
C -1.02446 -3.05162 2.01266 -0.229
C -2.39480 -2.96520 1.87427 -0.089
C -2.92933 -2.04736 0.96837 -0.085
C -4.35446 -1.84027 0.71770 0.093
N -5.29536 -2.51534 1.32011 -0.584
H -5.17907 1.16662 -2.12101 0.254
H -3.32628 2.43143 -3.22766 0.249
H -0.95656 1.85331 -2.66320 0.243
H 0.88039 -2.27534 1.29995 0.243
H -0.57821 -3.75499 2.70030 0.247
H -3.06063 -3.59257 2.45184 0.254
C 6.31345 -1.51060 1.38599 -0.638
C 5.15846 -0.57274 1.18683 0.039
C 5.13813 0.32673 0.12854 -0.197
C 4.06152 1.18105 -0.05898 -0.193
C 3.00469 1.13821 0.83459 -0.230
C 2.99766 0.24550 1.90266 -0.217
C 4.07372 -0.59951 2.07097 -0.197
S 1.61890 2.16198 0.47757 1.272
C 1.38367 2.99200 2.03523 -0.798
O 0.35941 1.24623 0.45437 -0.983
H 7.05655 -1.39845 0.59952 0.228
H 5.97158 -2.54630 1.38758 0.232
H 6.79918 -1.32465 2.34498 0.234
H 5.96275 0.34857 -0.57185 0.229
H 4.03414 1.85529 -0.90575 0.238
H 2.15418 0.19945 2.58100 0.219
H 4.08267 -1.29855 2.89874 0.221
H 1.25058 2.25948 2.82729 0.243
H 0.49991 3.61889 1.93915 0.254
H 2.26468 3.60682 2.21333 0.255
O 1.39180 0.63588 -2.11688 -0.914
S 1.89909 -0.80606 -2.24418 2.131
O 1.98341 -1.17614 -0.76801 -0.922
O 3.04855 -1.01235 -3.04156 -0.855
S 0.13716 -1.67442 -2.56133 -0.271
```



# 2
The following is a quantum chemistry calculation of C20H16ErIN2O2S2 as an isolated structure at a distorted geometry, from the OMol25 dataset.

The expectation value of S² is 3.75. The HOMO energy (spin up / spin down) is -7.2 / -7.2 eV. As for the multiplicity: 4. The value obtained for the gap between HOMO and LUMO (spin up / spin down) is 6.15 / 6.16 eV. For the lowest unoccupied orbital energy (spin up / spin down), the calculation gives -1.1 / -1.0 eV.

```
44
Properties=species:S:1:pos:R:3:nbo_charge:R:1
Er -0.43760 0.06840 -0.95927 1.707
C -3.08992 -1.14286 2.26517 -0.657
C -1.69355 -0.90484 2.73465 0.201
N -1.29245 -1.42935 3.87544 -0.383
C -0.01347 -1.21172 4.26131 -0.002
C 0.90915 -0.47070 3.55634 -0.054
C 2.30970 -0.31825 4.08447 -0.091
O 3.29741 -0.77744 3.16249 -0.721
C 0.52118 0.08271 2.32204 -0.221
C 1.45743 0.87365 1.55565 0.240
N 1.39134 1.04470 0.26803 -0.612
C 2.31116 1.95228 -0.32275 0.159
C 3.68464 1.78404 -0.18810 -0.246
C 4.56057 2.66977 -0.79723 -0.189
C 4.07476 3.72243 -1.55962 -0.200
C 2.70469 3.89868 -1.70654 -0.213
C 1.83891 3.01779 -1.08027 -0.203
I -0.22331 3.30894 -1.25199 0.296
C -0.82802 -0.11753 1.91051 0.353
O -1.32123 0.42705 0.82163 -0.840
H -3.61977 -1.74082 3.00224 0.233
H -3.07815 -1.65691 1.30039 0.250
H -3.61078 -0.19541 2.10838 0.228
H 0.27503 -1.66291 5.20737 0.192
H 2.38937 -0.84205 5.03914 0.185
H 2.54807 0.72861 4.27493 0.186
H 3.15632 -1.71910 3.01880 0.474
H 2.24877 1.38136 2.10297 0.198
H 4.05308 0.93943 0.38510 0.236
H 5.62880 2.52845 -0.68411 0.227
H 4.75759 4.40680 -2.04764 0.227
H 2.31605 4.71616 -2.29999 0.234
S -1.22861 -2.36781 -1.23136 -0.418
C -2.28814 -2.07466 -2.64702 -0.169
C -3.30565 -3.01613 -2.85389 -0.211
C -4.16887 -2.93843 -3.93137 -0.223
C -4.04285 -1.88915 -4.83389 -0.222
C -3.05965 -0.93725 -4.63483 -0.222
C -2.17164 -1.00403 -3.55330 -0.158
S -0.97368 0.31903 -3.44304 -0.424
H -3.39277 -3.83467 -2.14892 0.216
H -4.92998 -3.69760 -4.06929 0.210
H -4.70618 -1.81202 -5.68710 0.210
H -2.95777 -0.10865 -5.32550 0.217
```



# 3
The following is a quantum chemistry calculation of the molecule C20H16F3NO4S at a distorted geometry, from the OMol25 dataset.

The HOMO energy is -8.3 eV. The value obtained for the gap between HOMO and LUMO is 8.28 eV. For the lowest unoccupied orbital energy, the calculation gives 0.0 eV.

```
45
Properties=species:S:1:pos:R:3:nbo_charge:R:1
C -4.06654 1.56138 -0.87933 -0.409
N -3.04412 0.95981 -0.05782 -0.394
C -1.94872 0.34604 -0.64894 0.069
C -0.89234 -0.13624 0.12765 -0.168
C 0.35815 -0.51213 -0.47018 -0.047
C 0.61636 -1.91359 -0.44389 -0.173
C 1.81863 -2.45712 -0.90885 -0.077
C 2.07385 -3.94820 -0.77101 -0.666
S 2.49583 -4.46842 0.93235 2.116
C 4.01925 -3.56170 1.28878 -0.865
O 1.46501 -4.10635 1.92814 -0.938
O 2.73431 -5.90173 0.92534 -0.940
C 2.76061 -1.58163 -1.45567 -0.182
C 2.54760 -0.18921 -1.45896 -0.255
C 1.38118 0.39439 -0.97601 0.313
O 1.36196 1.74384 -1.08073 -0.479
C 0.31593 2.54396 -0.64580 0.205
C -0.55536 3.07640 -1.60451 -0.216
C -1.62188 3.86824 -1.16589 -0.285
C -1.84801 4.09745 0.17203 0.402
F -2.92746 4.81235 0.53369 -0.306
C -0.90295 3.68327 1.09139 -0.322
C 0.19935 2.88800 0.69510 0.377
F 1.11982 2.52555 1.65991 -0.313
C -1.00698 -0.10706 1.59210 -0.222
C -2.14328 0.38259 2.19758 0.321
F -2.26976 0.29223 3.52317 -0.289
C -3.14392 0.99844 1.34073 0.559
O -4.03614 1.64727 1.82219 -0.612
H -4.37532 2.52621 -0.51641 0.237
H -3.71479 1.71474 -1.88476 0.208
H -4.99565 0.94624 -0.87840 0.217
H -1.83198 0.38999 -1.75012 0.220
H -0.07564 -2.58275 0.06383 0.235
H 1.17515 -4.51223 -1.11291 0.268
H 2.89836 -4.22049 -1.40967 0.244
H 3.73014 -2.51269 1.41209 0.253
H 4.71019 -3.72133 0.45527 0.239
H 4.42183 -3.94231 2.23347 0.266
H 3.68414 -1.99553 -1.85404 0.212
H 3.33568 0.47577 -1.81157 0.230
H -0.31493 2.89984 -2.64421 0.239
H -2.30957 4.22936 -1.87765 0.230
H -1.00720 3.92216 2.14660 0.255
H -0.19081 -0.55485 2.16589 0.242
```



# 4
The following is a quantum chemistry calculation of C20H16F6N4O5STc as an isolated structure at a distorted geometry, from the OMol25 dataset.

The expectation value of S² is 0.76. The HOMO energy (spin up / spin down) is -14.6 / -14.6 eV. Its net charge is +2. As for the multiplicity: 2. The value obtained for the gap between HOMO and LUMO (spin up / spin down) is 5.11 / 5.54 eV. For the lowest unoccupied orbital energy (spin up / spin down), the calculation gives -9.5 / -9.0 eV. The relative energy (zero: lowest compared OMol25 entry of this formula, charge and spin) comes out at 0.0000 eV.

```
53
Properties=species:S:1:pos:R:3:nbo_charge:R:1
Tc -1.52098 0.93116 -0.30566 1.544
C -1.77989 -1.32579 2.69081 -0.683
C -1.65688 0.15210 2.74651 0.462
N -1.51529 0.98988 1.72061 -0.465
C -1.46220 2.28025 2.22360 -0.045
C -1.53387 2.22352 3.57260 0.096
N -1.64946 0.89136 3.86738 -0.449
C -1.42032 3.19997 4.70610 0.760
O -1.39423 4.48615 4.40884 -0.615
O -1.34844 2.75072 5.81096 -0.509
C -1.42553 3.34547 1.22651 0.779
O -1.41037 4.51328 1.42699 -0.461
O -1.41510 2.78645 -0.04572 -0.607
H -1.78680 -1.66800 1.65823 0.248
H -2.70692 -1.64674 3.16702 0.279
H -0.95171 -1.79850 3.22053 0.269
H -1.71954 0.55985 4.82513 0.480
H -1.43278 4.67365 3.45424 0.514
S 4.82910 0.57781 -1.52281 0.452
C 3.13314 0.54966 -1.19138 -0.070
C 2.31158 1.47042 -1.87376 -0.232
C 0.98127 1.53861 -1.58387 0.063
N 0.42319 0.74696 -0.62643 -0.454
C 1.20031 -0.14915 0.03898 0.080
C 2.52957 -0.27976 -0.22640 -0.253
C 5.25073 -1.15701 -1.42709 -0.178
C 5.52585 -1.78013 -0.21994 -0.275
C 5.86143 -3.12655 -0.25370 0.053
N 5.94800 -3.84015 -1.37671 -0.360
C 5.71170 -3.20647 -2.52645 0.060
C 5.36033 -1.86414 -2.61114 -0.249
H 2.72381 2.11785 -2.63597 0.271
H 0.32705 2.22883 -2.10169 0.245
H 0.71214 -0.74799 0.79596 0.224
H 3.10746 -1.00779 0.32379 0.269
H 5.52225 -1.23639 0.71633 0.236
H 6.08546 -3.65401 0.66623 0.217
H 5.80877 -3.79865 -3.42830 0.220
H 5.18979 -1.39235 -3.56905 0.243
C -3.50082 -2.11721 -2.28042 -0.643
C -3.30332 -0.75887 -1.65615 0.086
O -2.15602 -0.71898 -0.80600 -0.563
C -3.14026 0.36465 -2.75668 0.955
F -3.59482 0.01636 -3.92620 -0.253
F -1.78305 0.63413 -2.84260 -0.324
F -3.67936 1.53659 -2.40552 -0.295
C -4.44190 -0.36568 -0.69959 0.973
F -5.56205 -0.05693 -1.29453 -0.257
F -3.96973 0.76753 -0.00477 -0.341
F -4.64190 -1.28461 0.22496 -0.280
H -2.66668 -2.34449 -2.94226 0.257
H -4.42635 -2.13553 -2.85426 0.269
H -3.54631 -2.87135 -1.49729 0.259
```